Record 1
# C8H14FO5S

A 3-piece molecular cluster, C8H14FO5S overall at a distorted geometry (wB97M-V/def2-TZVPD, the Open Molecules 2025 dataset).

```
29
Properties=species:S:1:pos:R:3
F -1.53 -0.06 2.85
C -0.75 2.51 0.75
C 0.58 2.67 1.55
C 1.47 1.51 1.26
O 2.77 2.18 0.87
C 2.50 3.36 0.85
O 3.30 4.23 0.33
O 1.35 3.78 1.09
H -1.37 1.78 1.16
H -0.41 2.41 -0.25
H -1.22 3.42 1.05
H 0.48 2.91 2.64
H 1.03 0.65 0.58
H 1.74 0.93 2.21
C -0.71 -3.10 -0.23
C -1.37 -1.72 -0.16
C -1.55 -1.23 -1.54
S -0.21 -1.84 -2.55
O 0.51 -0.69 -2.90
O -0.64 -2.87 -3.49
C 0.50 -2.89 -1.22
H -1.16 -4.23 -0.51
H -0.41 -3.37 0.72
H -0.60 -1.17 0.61
H -2.27 -1.77 0.25
H -1.61 -0.11 -1.69
H -2.58 -1.33 -1.94
H 1.31 -2.10 -0.79
H 0.84 -3.84 -1.51
```

The energy above the lowest of the compared OMol25 structures with the same formula, charge and spin is 42.6 kcal/mol. The spin multiplicity is 1. Its LUMO energy is 2.85 eV. The value obtained for the gap between HOMO and LUMO is 7.61 eV. The total charge is -1.



Record 2
# C8H14FeOSi

C8H14FeOSi as an isolated structure (wB97M-V/def2-TZVPD, the Open Molecules 2025 dataset).

```
25
Properties=species:S:1:pos:R:3
Fe -1.07 1.07 -0.68
C -2.03 1.21 1.09
C -2.96 1.37 0.03
C -2.57 2.49 -0.75
C -1.38 3.03 -0.18
C -1.05 2.24 0.96
H -2.02 0.42 1.82
H -3.79 0.71 -0.18
H -3.05 2.85 -1.64
H -0.80 3.85 -0.56
H -0.17 2.36 1.58
C 2.91 -0.56 -0.49
Si 1.18 -1.23 -0.31
C 0.77 -1.43 1.50
C 1.03 -2.87 -1.18
O 0.12 -0.17 -0.99
H 3.65 -1.25 -0.07
H 3.02 0.40 0.02
H 3.16 -0.41 -1.55
H 1.47 -2.12 1.99
H -0.24 -1.83 1.64
H 0.83 -0.48 2.03
H 1.74 -3.60 -0.77
H 1.24 -2.77 -2.24
H 0.02 -3.28 -1.07
```

The spin multiplicity is 1. Its LUMO energy (spin up / spin down) is 0.58 / 0.58 eV. The value obtained for the gap between HOMO and LUMO (spin up / spin down) is 9.37 / 9.37 eV. The total charge is 0.



Record 3
# C8H14IN2

An isolated ion of composition C8H14IN2 and charge +1 at a distorted geometry (wB97M-V/def2-TZVPD, the Open Molecules 2025 dataset).

```
25
Properties=species:S:1:pos:R:3
C 0.72 -0.16 -1.82
C 1.00 1.00 -1.29
C 0.03 -1.18 -1.00
C -0.19 -0.98 0.29
C 1.04 1.37 0.15
C 0.30 0.24 1.04
C -0.32 -2.49 -1.72
C 0.40 2.72 0.31
N -0.99 -1.76 1.11
N -1.03 0.66 1.58
I 1.47 -0.42 2.90
H 0.77 -0.34 -2.88
H 1.35 1.83 -1.91
H 2.02 1.45 0.53
H -0.23 -3.30 -1.03
H 0.36 -2.66 -2.61
H -1.35 -2.59 -2.16
H -0.58 2.76 -0.05
H 0.88 3.37 -0.42
H 0.38 3.11 1.27
H -1.25 -2.56 0.56
H -0.61 -2.09 2.02
H -1.15 1.25 2.52
H -1.37 -0.35 1.63
H -1.65 1.10 0.97
```

The energy above the lowest of the compared OMol25 structures with the same formula, charge and spin is 23.6 kcal/mol. The spin multiplicity is 1. Its LUMO energy is -4.30 eV. The value obtained for the gap between HOMO and LUMO is 7.81 eV. The total charge is +1. Its structure (SMILES) is CC1=C(N)[C@@]([NH3+])(I)[C@H](C)C=C1.



Record 4
# C8H14N2O3

C8H14N2O3 as an isolated structure at a distorted geometry (wB97M-V/def2-TZVPD, the Open Molecules 2025 dataset).

```
27
Properties=species:S:1:pos:R:3
C 0.29 -1.21 -0.97
C -0.74 -0.44 -1.31
C 0.98 -0.68 0.25
C -0.93 0.73 -0.41
C 1.05 -1.72 1.43
C 2.49 -0.35 -0.16
C -0.56 2.11 -1.16
C -2.38 0.82 0.20
N 0.09 0.47 0.59
N -0.14 1.11 3.09
O 0.39 1.34 1.48
O 0.75 0.74 3.75
O -1.19 1.61 3.31
H 0.42 -2.14 -1.44
H -1.36 -0.76 -2.12
H 0.14 -2.36 1.52
H 1.21 -1.11 2.26
H 1.99 -2.34 1.31
H 3.12 -0.31 0.83
H 2.69 0.53 -0.72
H 2.86 -1.21 -0.56
H 0.36 1.81 -1.64
H -0.43 2.97 -0.45
H -1.40 2.19 -1.82
H -2.72 -0.23 0.43
H -2.98 1.27 -0.49
H -2.35 1.44 1.03
```

The energy above the lowest of the compared OMol25 structures with the same formula, charge and spin is 191.4 kcal/mol. The spin multiplicity is 1. Its LUMO energy (spin up / spin down) is 0.16 / 0.17 eV. The value obtained for the gap between HOMO and LUMO (spin up / spin down) is 8.28 / 8.28 eV. The total charge is 0.



Record 5
# C8H14N2O3S

One molecule with the formula C8H14N2O3S at a distorted geometry (wB97M-V/def2-TZVPD, the Open Molecules 2025 dataset).

```
28
Properties=species:S:1:pos:R:3
C 0.75 -1.66 -0.99
C -0.07 -0.44 -0.61
C 1.36 -1.27 -2.29
C -1.58 0.87 0.86
C -0.78 2.21 0.96
C -1.77 0.70 2.32
C -1.79 -0.77 2.55
C -0.69 -1.18 1.78
H 0.24 -3.85 -1.22
H -0.81 -2.96 -1.97
H 1.44 -1.88 -0.21
H 0.67 -0.65 -2.97
H 1.56 -2.35 -2.76
H 2.49 1.07 -2.52
H -2.62 0.93 0.37
H -0.71 0.99 2.87
H -2.56 1.11 2.93
H -1.91 -1.12 3.61
H -2.69 -0.85 1.86
H 0.25 -0.86 2.41
H -0.64 -2.33 1.62
H 0.82 2.97 1.48
N -0.21 -2.90 -1.16
N -0.88 -0.31 0.65
O -0.20 0.48 -1.42
O -1.33 3.23 0.33
O 0.47 2.10 1.65
S 3.01 -0.32 -2.12
```

The energy above the lowest of the compared OMol25 structures with the same formula, charge and spin is 108.3 kcal/mol. The spin multiplicity is 1. Its LUMO energy is 0.63 eV. The value obtained for the gap between HOMO and LUMO is 9.78 eV. The total charge is 0. Its structure (SMILES) is N[C@@H](CS)C(=O)N1CCC[C@H]1C(=O)O.



Record 6
# C8H14N2O6

One molecule with the formula C8H14N2O6 at a distorted geometry (wB97M-V/def2-TZVPD, the Open Molecules 2025 dataset).

```
30
Properties=species:S:1:pos:R:3
C -0.90 -0.75 0.09
C -0.20 0.61 0.43
C -0.01 -1.91 0.57
C -0.79 -3.25 0.43
C -0.23 -4.33 1.22
C 0.99 2.46 -0.88
C 2.26 2.65 0.00
C -0.14 3.59 -0.67
H -1.47 -1.80 -1.55
H -1.57 -0.20 -1.75
H -1.89 -0.73 0.71
H 1.01 -1.63 0.14
H 0.09 -1.71 1.68
H -1.74 -3.06 0.80
H -0.71 -3.72 -0.57
H 1.53 -3.76 0.68
H 0.16 0.59 -1.52
H 1.19 2.63 -1.90
H -0.35 3.70 0.42
H 0.22 4.62 -0.94
H -2.23 3.72 -1.01
H 1.35 1.83 1.55
N -0.97 -0.90 -1.32
N 0.40 1.17 -0.68
O -0.27 1.10 1.58
O -0.88 -4.95 2.05
O 1.10 -4.59 0.98
O 3.24 3.12 -0.46
O -1.36 3.22 -1.33
O 2.19 2.30 1.26
```

The energy above the lowest of the compared OMol25 structures with the same formula, charge and spin is 51.7 kcal/mol. The spin multiplicity is 1. Its LUMO energy is 0.18 eV. The value obtained for the gap between HOMO and LUMO is 10.24 eV. The total charge is 0. Its structure (SMILES) is N[C@@H](CCC(=O)O)C(=O)N[C@@H](CO)C(=O)O.



Record 7
# C8H14N2OS

One molecule with the formula C8H14N2OS at a distorted geometry (wB97M-V/def2-TZVPD, the Open Molecules 2025 dataset).

```
26
Properties=species:S:1:pos:R:3
C 1.26 -1.95 -0.62
C -0.03 -1.56 -0.37
C 1.45 0.21 -0.10
C -2.60 0.20 -0.08
C -1.11 1.21 1.68
C -1.18 2.04 -0.63
C 3.51 -1.04 -0.24
C -1.25 0.71 0.25
N 2.13 -0.85 -0.42
N -0.20 -0.25 -0.14
O -1.04 -2.52 -0.45
S 1.93 1.68 0.28
H 1.66 -2.98 -0.79
H -2.65 -0.81 0.29
H -3.26 0.86 0.57
H -2.82 0.35 -1.13
H -1.59 0.51 2.48
H -1.66 2.21 1.76
H 0.02 1.32 1.84
H -1.96 2.67 -0.21
H -0.22 2.62 -0.56
H -1.42 1.89 -1.64
H 3.90 -1.16 0.80
H 3.79 -1.85 -0.84
H 4.10 -0.27 -0.66
H -0.78 -3.24 -1.10
```

The energy above the lowest of the compared OMol25 structures with the same formula, charge and spin is 22.5 kcal/mol. The spin multiplicity is 3. Its LUMO energy (spin up / spin down) is 0.36 / -1.61 eV. The value obtained for the gap between HOMO and LUMO (spin up / spin down) is 4.68 / 6.50 eV. The total charge is 0.



Record 8
# C8H14N2P

An isolated ion of composition C8H14N2P and charge +1 at a distorted geometry (wB97M-V/def2-TZVPD, the Open Molecules 2025 dataset).

```
25
Properties=species:S:1:pos:R:3
C -0.01 -2.02 -0.57
C 1.14 -1.49 -0.14
C -1.76 -0.54 0.34
C 3.66 -0.46 -0.57
C 2.75 0.62 -0.54
C 3.18 1.90 0.06
C -3.78 0.96 0.77
C -3.26 -0.27 0.05
N -1.26 -1.56 -0.48
N -1.04 0.09 1.19
P 2.44 -1.11 0.84
H 0.08 -2.85 -1.18
H 3.51 -1.23 -1.35
H 4.69 -0.25 -0.12
H 1.86 0.54 -1.21
H 2.38 2.38 0.58
H 3.66 2.61 -0.81
H 3.92 1.75 0.82
H -4.83 1.03 0.39
H -3.07 1.79 0.60
H -3.63 0.52 1.73
H -3.38 -0.05 -1.01
H -3.76 -1.27 0.10
H -1.96 -2.00 -1.04
H -1.53 0.93 1.55
```

The energy above the lowest of the compared OMol25 structures with the same formula, charge and spin is 56.5 kcal/mol. The spin multiplicity is 1. Its LUMO energy is -4.86 eV. The value obtained for the gap between HOMO and LUMO is 7.66 eV. The total charge is +1. Its structure (SMILES) is [H]/N=C(CC)/[NH+]=C\C#P1C[C@@H]1C.



Record 9
# C8H14N2S

A 2-piece molecular cluster, C8H14N2S overall at a distorted geometry (wB97M-V/def2-TZVPD, the Open Molecules 2025 dataset).

```
25
Properties=species:S:1:pos:R:3
C -1.52 0.00 -1.23
C -2.01 -0.74 -0.13
C -1.04 1.18 -0.68
C -2.56 -2.10 -0.20
C 3.23 1.28 -0.64
C -0.71 2.06 1.52
C 1.23 -2.19 0.63
C 2.55 -0.04 -0.72
N -1.86 -0.06 1.01
N -1.26 1.08 0.64
S 2.18 -0.81 0.77
H -1.59 -0.47 -2.24
H -3.36 -2.35 0.38
H -2.78 -2.37 -1.23
H -1.84 -2.77 0.02
H 2.49 2.15 -1.00
H 3.78 1.36 0.24
H 4.11 1.21 -1.47
H -0.97 3.14 1.24
H -1.37 1.88 2.52
H 0.27 2.01 1.81
H -0.57 2.01 -1.21
H 1.57 -2.95 1.34
H 0.23 -2.20 0.22
H 1.81 -0.31 -1.61
```

The energy above the lowest of the compared OMol25 structures with the same formula, charge and spin is 125.2 kcal/mol. The spin multiplicity is 1. Its LUMO energy (spin up / spin down) is 0.30 / -0.02 eV. The value obtained for the gap between HOMO and LUMO (spin up / spin down) is 8.00 / 7.24 eV. The total charge is 0.